[1]
Computed, not measured: a structure of composition C14H46ClN10O13 in a non-equilibrium geometry, with ωB97M-V/def2-TZVPD.

Each line ends with the Mulliken charge.
Element x y z (Å)
Cl (-0.108, 0.615, 0.910)  0.93
O (0.519, 1.885, 0.870)  -0.53
O (0.631, -0.354, 0.153)  2.59
O (-0.213, 0.286, 2.324)  -0.87
O (-1.427, 0.615, 0.392)  -0.55
C (0.893, -2.467, 3.113)  -1.24
C (0.880, -2.910, 1.693)  1.45
O (-0.293, -3.674, 1.430)  -0.91
H (1.846, -2.002, 3.363)  0.46
H (0.706, -3.322, 3.762)  0.40
H (0.061, -1.765, 3.167)  0.04
H (1.681, -3.645, 1.609)  0.44
H (1.016, -2.098, 0.979)  -1.42
H (-1.042, -3.074, 1.455)  0.84
C (-3.618, -2.257, 2.516)  -1.59
C (-2.453, -1.350, 2.144)  0.12
O (-1.392, -2.060, 1.560)  0.63
H (-4.254, -1.610, 3.120)  0.43
H (-3.361, -3.180, 3.036)  0.30
H (-4.035, -2.513, 1.542)  0.28
H (-2.088, -0.823, 3.026)  0.34
H (-2.792, -0.610, 1.419)  -0.08
H (-0.855, -1.452, 1.046)  -1.52
C (-1.818, -3.107, -0.587)  -0.31
C (-0.767, -2.431, -1.450)  0.74
O (-1.289, -1.805, -2.605)  -0.81
H (-2.581, -2.359, -0.372)  -0.50
H (-1.493, -3.546, 0.357)  0.28
H (-2.344, -3.888, -1.136)  0.25
H (-0.128, -3.239, -1.806)  0.37
H (-0.149, -1.700, -0.930)  -1.03
H (-1.808, -1.047, -2.325)  0.33
C (0.364, 1.825, -2.627)  -0.39
O (0.069, 2.297, -3.685)  -0.71
N (1.216, 2.361, -1.798)  0.15
N (-0.173, 0.675, -2.177)  0.11
H (1.578, 3.290, -1.961)  0.23
H (1.220, 1.922, -0.889)  -0.10
H (0.078, 0.162, -1.344)  -0.77
H (-0.712, 0.141, -2.844)  0.42
C (1.277, 4.365, -0.336)  0.34
O (2.252, 3.965, -0.919)  -0.71
N (0.357, 3.718, 0.303)  -0.44
N (1.024, 5.633, -0.108)  -0.42
H (0.534, 2.725, 0.357)  0.37
H (-0.521, 4.149, 0.553)  0.31
H (1.569, 6.323, -0.604)  0.29
H (0.128, 5.872, 0.292)  0.13
C (-3.177, 0.177, -1.646)  0.10
O (-2.327, -0.161, -2.440)  -0.54
N (-3.212, 1.190, -0.826)  -0.29
N (-4.263, -0.549, -1.414)  -0.33
H (-2.504, 1.908, -0.877)  1.23
H (-4.023, 1.233, -0.226)  0.23
H (-4.882, -0.227, -0.684)  0.13
H (-4.253, -1.521, -1.690)  0.35
C (-2.042, 3.191, -2.078)  0.32
O (-2.149, 2.815, -3.200)  -0.61
N (-1.625, 2.476, -1.066)  1.33
N (-2.421, 4.353, -1.768)  -0.28
H (-1.208, 1.557, -1.119)  -1.63
H (-1.500, 3.047, -0.242)  0.28
H (-2.789, 4.949, -2.496)  0.31
H (-2.377, 4.646, -0.802)  0.14
C (3.030, -0.058, 2.537)  -0.46
O (4.128, -0.029, 3.006)  -0.83
N (1.967, 0.362, 3.094)  -0.13
N (2.770, -0.550, 1.342)  -0.48
H (1.094, 0.321, 2.588)  0.36
H (2.159, 0.841, 3.963)  0.24
H (3.587, -0.671, 0.760)  0.98
H (1.860, -0.331, 0.961)  -1.01
C (3.088, -0.251, -1.143)  0.57
C (3.632, -1.569, -0.613)  0.64
C (4.542, -2.353, -1.604)  -1.84
O (4.458, -1.405, 0.464)  -0.62
H (3.866, 0.481, -1.360)  0.49
H (2.301, 0.111, -0.481)  -0.34
H (2.475, -0.382, -2.035)  0.39
H (2.824, -2.206, -0.255)  -0.06
H (3.986, -2.685, -2.481)  0.38
H (4.923, -3.279, -1.174)  0.41
H (5.374, -1.722, -1.919)  0.40
H (4.501, -2.241, 0.934)  0.45

**HOMO**: -5.733 eV
**Net charge**: -1
**Orbital gap**: 0.27455 Eh

---

[2]
Computed, not measured: a cluster of 9 separate species, C14H46O14 in total in a non-equilibrium geometry, with ωB97M-V/def2-TZVPD.

Each line ends with the Mulliken charge.
Element x y z (Å)
O (-3.076, 6.557, 3.717)  -0.51
C (-2.708, 5.986, 2.425)  -0.33
C (-1.390, 5.246, 2.753)  -0.31
O (-0.218, 6.051, 2.945)  -0.51
H (-2.688, 7.416, 3.900)  0.31
H (-3.434, 5.182, 2.303)  0.24
H (-2.618, 6.580, 1.515)  0.26
H (-1.166, 4.497, 1.994)  0.28
H (-1.405, 4.632, 3.654)  0.29
H (-0.407, 6.824, 3.482)  0.28
O (5.315, 2.523, 0.096)  -0.52
C (4.681, 3.436, 1.045)  -0.15
C (5.524, 3.552, 2.302)  -0.53
O (6.921, 3.902, 2.086)  -0.52
H (4.609, 2.244, -0.492)  0.27
H (4.597, 4.448, 0.649)  0.23
H (3.666, 3.072, 1.203)  0.30
H (5.637, 2.691, 2.961)  0.30
H (4.978, 4.320, 2.850)  0.30
H (7.275, 3.109, 1.678)  0.31
O (3.060, -3.133, -3.118)  -0.49
C (3.735, -4.375, -2.870)  -0.34
C (2.865, -5.109, -1.921)  -0.44
O (2.448, -4.679, -0.598)  -0.46
H (3.006, -2.603, -2.320)  0.26
H (3.827, -4.962, -3.784)  0.28
H (4.761, -4.128, -2.599)  0.25
H (3.255, -6.083, -1.627)  0.37
H (2.001, -5.494, -2.463)  0.30
H (1.945, -3.861, -0.605)  0.27
O (-7.769, -2.919, -2.891)  -0.50
C (-6.569, -2.085, -2.998)  -0.33
C (-6.174, -1.565, -1.555)  -0.32
O (-7.216, -0.666, -1.074)  -0.52
H (-7.658, -3.602, -3.557)  0.31
H (-5.850, -2.668, -3.573)  0.36
H (-6.672, -1.172, -3.585)  0.22
H (-5.187, -1.107, -1.619)  0.23
H (-6.157, -2.451, -0.922)  0.26
H (-7.147, 0.256, -1.331)  0.29
O (4.018, -4.387, 3.554)  -0.51
C (3.880, -3.024, 4.004)  -0.32
C (4.261, -2.027, 2.855)  -0.40
O (5.399, -2.397, 2.093)  -0.51
H (3.395, -4.551, 2.842)  0.29
H (2.854, -2.713, 4.202)  0.26
H (4.597, -2.897, 4.815)  0.32
H (4.300, -1.046, 3.328)  0.31
H (3.447, -1.984, 2.131)  0.25
H (5.217, -3.209, 1.613)  0.31
C (-5.722, 4.013, -2.072)  -0.48
O (-7.010, 3.473, -2.385)  -0.50
H (-5.393, 4.746, -2.809)  0.29
H (-5.780, 4.415, -1.061)  0.19
H (-5.018, 3.219, -2.321)  0.22
H (-7.429, 3.931, -3.118)  0.29
C (-1.143, -0.218, 0.062)  -0.49
O (-0.236, -1.272, -0.080)  -0.47
H (-1.926, -0.450, 0.784)  0.26
H (-0.527, 0.661, 0.249)  0.17
H (-1.593, -0.003, -0.907)  0.24
H (-0.670, -2.108, -0.262)  0.29
C (-2.483, -5.211, 1.975)  -0.50
O (-2.351, -4.992, 0.606)  -0.48
H (-2.964, -4.381, 2.494)  0.21
H (-3.195, -6.032, 2.059)  0.29
H (-1.516, -5.389, 2.446)  0.18
H (-2.907, -5.596, 0.107)  0.30
C (3.277, 1.588, -4.418)  -0.58
O (2.531, 1.268, -3.228)  -0.46
H (3.810, 2.539, -4.409)  0.25
H (4.067, 0.852, -4.569)  0.22
H (2.537, 1.656, -5.215)  0.29
H (1.679, 1.665, -3.421)  0.29

**ΔE to the lowest compared entry with this formula, charge and spin**: 409.2 kJ/mol
**HOMO**: -9.780 eV
**Orbital gap**: 0.36151 Eh

---

[3]
Computed, not measured: a cluster of 9 separate species, C14H46O9 in total in a non-equilibrium geometry, with ωB97M-V/def2-TZVPD.

Each line ends with the natural charge from an NBO analysis.
Element x y z (Å)
C (15.402, 8.534, 12.053)  -0.62
C (14.581, 7.507, 12.791)  -0.06
O (13.931, 8.192, 13.935)  -0.77
H (14.892, 9.307, 11.537)  0.22
H (15.826, 7.983, 11.171)  0.20
H (16.243, 8.791, 12.638)  0.21
H (15.156, 6.652, 13.086)  0.17
H (13.822, 7.131, 12.090)  0.16
H (13.929, 7.676, 14.726)  0.49
C (9.147, 11.251, 8.153)  -0.63
C (8.552, 10.182, 9.020)  -0.06
O (8.806, 10.643, 10.326)  -0.75
H (8.721, 12.209, 8.483)  0.22
H (8.840, 10.931, 7.148)  0.21
H (10.226, 11.254, 8.124)  0.21
H (9.036, 9.230, 8.785)  0.17
H (7.458, 10.053, 8.766)  0.15
H (8.564, 9.983, 10.950)  0.49
C (7.354, 11.207, 14.030)  -0.64
C (5.815, 11.271, 14.143)  -0.07
O (5.362, 10.374, 13.103)  -0.76
H (7.590, 10.154, 13.973)  0.23
H (7.925, 11.627, 14.888)  0.22
H (7.709, 11.746, 13.141)  0.21
H (5.456, 12.293, 14.019)  0.17
H (5.547, 10.809, 15.114)  0.17
H (4.515, 10.025, 13.328)  0.48
C (6.013, 5.824, 14.592)  -0.64
C (5.330, 6.447, 13.398)  -0.05
O (3.960, 6.234, 13.518)  -0.72
H (5.622, 4.830, 14.783)  0.19
H (5.672, 6.384, 15.442)  0.20
H (7.076, 5.732, 14.553)  0.23
H (5.738, 5.979, 12.486)  0.15
H (5.604, 7.534, 13.352)  0.16
H (3.833, 5.781, 14.361)  0.47
C (11.302, 10.851, 12.824)  -0.65
C (12.184, 11.517, 11.721)  -0.06
O (11.718, 11.052, 10.455)  -0.76
H (11.553, 9.756, 12.899)  0.22
H (10.226, 11.080, 12.601)  0.21
H (11.504, 11.351, 13.771)  0.21
H (13.231, 11.239, 11.791)  0.17
H (12.095, 12.632, 11.820)  0.15
H (10.758, 11.109, 10.504)  0.49
C (11.042, 9.484, 16.105)  -0.25
O (12.423, 9.279, 15.931)  -0.74
H (10.479, 8.788, 15.539)  0.17
H (10.812, 9.316, 17.139)  0.17
H (10.725, 10.484, 15.949)  0.15
H (12.630, 9.266, 14.999)  0.49
C (9.767, 7.531, 12.179)  -0.25
O (8.836, 7.944, 13.133)  -0.76
H (10.046, 8.367, 11.495)  0.16
H (10.670, 7.338, 12.799)  0.18
H (9.413, 6.671, 11.638)  0.17
H (7.997, 8.086, 12.683)  0.49
C (6.257, 7.800, 10.287)  -0.25
O (6.951, 8.563, 11.214)  -0.77
H (5.234, 8.157, 10.110)  0.18
H (6.751, 7.859, 9.319)  0.18
H (6.139, 6.769, 10.654)  0.18
H (6.393, 9.291, 11.487)  0.51
C (13.007, 7.768, 8.448)  -0.25
O (11.797, 8.251, 7.913)  -0.73
H (13.055, 7.663, 9.531)  0.16
H (13.364, 6.910, 7.898)  0.18
H (13.648, 8.667, 8.340)  0.16
H (11.648, 9.101, 8.418)  0.47

**ΔE to the lowest compared entry with this formula, charge and spin**: 298.2 kJ/mol
**HOMO**: -9.853 eV
**Orbital gap**: 0.38095 Eh

---

[4]
Computed, not measured: a cluster of 10 separate species, C14H48N10O10 in total in a non-equilibrium geometry, with ωB97M-V/def2-TZVPD.

Each line ends with the Mulliken charge.
Element x y z (Å)
N (-2.903, 5.204, 0.107)  -0.43
C (-3.323, 4.114, 0.665)  0.41
N (-4.525, 3.775, 0.304)  -0.40
O (-2.426, 3.401, 1.374)  -0.76
H (-1.911, 5.530, 0.363)  0.29
H (-3.173, 5.579, -0.795)  0.20
H (-5.000, 2.940, 0.802)  0.28
H (-5.157, 4.346, -0.290)  0.20
N (1.637, -2.385, -3.970)  -0.31
C (0.456, -2.918, -3.649)  0.55
N (0.610, -3.441, -2.469)  -0.09
O (-0.637, -3.068, -4.447)  -0.74
H (1.670, -1.938, -4.876)  0.20
H (2.423, -2.337, -3.312)  0.28
H (-0.230, -3.863, -2.134)  0.20
H (1.290, -3.097, -1.794)  -0.11
N (2.286, 2.748, 1.648)  -0.41
C (1.123, 3.071, 1.169)  0.39
N (0.107, 2.605, 1.742)  -0.31
O (0.921, 3.807, 0.022)  -0.73
H (3.110, 3.171, 1.248)  0.24
H (2.299, 2.478, 2.652)  0.25
H (-0.802, 2.985, 1.526)  0.25
H (0.123, 2.087, 2.601)  0.14
N (-3.825, -1.152, -2.653)  -0.43
C (-2.890, -0.928, -1.750)  0.34
N (-2.759, 0.319, -1.467)  -0.18
O (-1.943, -1.918, -1.407)  -0.50
H (-3.897, -2.050, -3.159)  0.29
H (-4.206, -0.297, -3.078)  0.16
H (-1.957, 0.548, -0.841)  -0.02
H (-3.509, 1.047, -1.618)  0.31
N (3.636, -2.790, -1.900)  -0.53
C (3.269, -2.204, -0.783)  0.46
N (3.893, -1.122, -0.532)  -0.18
O (2.280, -2.736, -0.032)  -0.54
H (3.213, -3.742, -2.193)  0.41
H (4.493, -2.618, -2.386)  0.13
H (4.511, -0.716, -1.198)  0.17
H (3.764, -0.512, 0.305)  0.21
C (-1.100, -4.263, 2.574)  -1.06
C (-0.313, -3.905, 1.234)  1.08
O (0.354, -5.004, 0.616)  -0.63
H (-2.019, -4.866, 2.312)  0.28
H (-1.431, -3.402, 3.093)  0.19
H (-0.591, -5.010, 3.267)  0.32
H (0.409, -3.069, 1.363)  -0.42
H (-1.013, -3.446, 0.588)  -0.03
H (0.269, -4.981, -0.281)  0.32
C (-2.059, 0.676, 3.346)  -1.62
C (-1.173, -0.488, 3.017)  0.70
O (-1.575, -1.106, 1.884)  -0.54
H (-1.666, 1.310, 4.113)  0.39
H (-3.039, 0.265, 3.636)  0.39
H (-2.386, 1.210, 2.486)  0.27
H (-1.099, -1.169, 3.821)  0.66
H (-0.170, -0.110, 2.825)  -0.57
H (-1.355, -0.623, 1.045)  0.12
C (-0.626, 4.150, -3.309)  -1.60
C (-0.959, 2.991, -2.368)  0.99
O (-1.650, 2.069, -3.057)  -0.66
H (-1.423, 4.569, -3.919)  0.38
H (0.073, 3.843, -4.111)  0.35
H (-0.146, 4.938, -2.809)  0.43
H (-1.501, 3.230, -1.434)  -0.20
H (-0.003, 2.545, -2.064)  -0.08
H (-1.605, 1.264, -2.627)  0.39
C (4.276, -1.579, 2.814)  -1.21
C (3.263, -0.468, 2.529)  0.26
O (4.016, 0.433, 1.757)  -0.72
H (4.346, -2.191, 1.916)  0.11
H (3.954, -2.234, 3.599)  0.42
H (5.176, -1.322, 3.366)  0.38
H (2.871, 0.011, 3.405)  0.48
H (2.457, -0.863, 1.925)  -0.18
H (3.315, 1.000, 1.440)  0.47
C (0.484, 0.026, -0.526)  -0.51
O (-0.566, 0.756, 0.025)  0.76
H (1.376, 0.339, 0.018)  0.02
H (0.782, 0.126, -1.590)  0.29
H (0.303, -0.999, -0.431)  0.23
H (-0.299, 1.425, 0.717)  -0.33

**ΔE to the lowest compared entry with this formula, charge and spin**: 833.6 kJ/mol
**HOMO**: -8.524 eV
**Orbital gap**: 0.31601 Eh

---

| no. | lowest unoccupied orbital energy (eV) |
| --- | --- |
| 1 | 1.7 |
| 2 | 0.1 |
| 3 | 0.5 |
| 4 | 0.1 |